No. 1
{
  "formula": "CH11BN2OP",
  "method": "ωB97M-V with the def2-TZVPD basis set",
  "elements": ["C", "B", "P", "N", "O", "H", "H", "H", "H", "H", "H", "H", "N", "H", "H", "H", "H"],
  "positions_angstrom": [[2.282, 1.047, 0.930], [0.904, 0.650, 0.383], [-0.714, 1.251, 1.286], [-1.458, -0.288, 1.570], [-1.458, 1.649, -0.146], [3.155, 0.586, 0.473], [2.318, 0.898, 2.016], [2.356, 2.140, 0.825], [0.800, -0.073, -0.591], [-1.173, -0.687, 2.460], [-1.305, -0.993, 0.856], [-2.318, 2.065, 0.006], [-0.682, -1.653, -2.018], [-0.843, -2.286, -1.232], [-1.255, -1.940, -2.815], [-0.918, -0.692, -1.733], [0.309, -1.674, -2.269]],
  "nbo_charge": [-1.043, 0.335, 0.974, -1.124, -1.005, 0.243, 0.272, 0.286, -0.163, 0.399, 0.329, 0.507, -0.866, 0.454, 0.458, 0.479, 0.464],
  "total_charge": 1,
  "largest_force_ev_per_a": 0.55,
  "gap_ev": 7.67,
  "lumo_ev": -4.183,
  "total_energy_ev": -16201.4325
}


No. 2
{
  "formula": "C26H27N5O2PdS",
  "method": "ωB97M-V with the def2-TZVPD basis set",
  "elements": ["Pd", "C", "C", "N", "N", "C", "O", "C", "C", "C", "C", "C", "C", "C", "C", "C", "C", "C", "N", "H", "H", "H", "H", "H", "H", "H", "H", "H", "H", "H", "H", "C", "C", "N", "C", "C", "C", "S", "N", "C", "O", "C", "C", "C", "C", "C", "C", "H", "H", "H", "H", "H", "H", "H", "H", "H", "H", "H", "H", "H", "H", "H"],
  "positions_angstrom": [[0.745, 0.774, -0.381], [-2.951, 2.911, -0.131], [-1.550, 2.405, -0.205], [-1.225, 1.154, -0.065], [-2.155, 0.220, 0.109], [-1.691, -0.824, 0.854], [-0.663, -0.832, 1.526], [-2.596, -2.026, 0.848], [-3.760, -2.079, 0.089], [-4.524, -3.237, 0.066], [-4.128, -4.350, 0.797], [-2.966, -4.299, 1.556], [-2.206, -3.141, 1.581], [-0.415, 3.316, -0.346], [-0.568, 4.694, -0.486], [0.553, 5.501, -0.533], [1.812, 4.926, -0.437], [1.900, 3.555, -0.311], [0.825, 2.769, -0.272], [-3.619, 2.080, 0.076], [-3.250, 3.374, -1.075], [-3.060, 3.658, 0.657], [-4.056, -1.209, -0.481], [-5.431, -3.273, -0.527], [-4.723, -5.254, 0.775], [-2.650, -5.165, 2.123], [-1.285, -3.082, 2.148], [-1.559, 5.117, -0.553], [0.446, 6.572, -0.638], [2.711, 5.524, -0.461], [2.857, 3.054, -0.233], [6.346, -0.498, -0.715], [5.486, -0.638, 0.534], [4.386, -1.587, 0.384], [4.652, -2.989, 0.729], [4.917, -3.868, -0.485], [3.179, -1.234, -0.092], [2.995, 0.404, -0.632], [2.294, -2.227, -0.161], [1.084, -2.135, -0.698], [0.428, -1.103, -1.009], [0.388, -3.430, -0.968], [0.922, -4.638, -0.529], [0.241, -5.822, -0.757], [-0.974, -5.807, -1.431], [-1.505, -4.607, -1.880], [-0.827, -3.421, -1.648], [7.109, 0.265, -0.556], [5.737, -0.201, -1.568], [6.850, -1.433, -0.956], [5.067, 0.327, 0.815], [6.091, -0.984, 1.372], [3.802, -3.371, 1.290], [5.518, -2.985, 1.391], [4.046, -3.884, -1.138], [5.127, -4.890, -0.165], [5.773, -3.511, -1.057], [1.863, -4.633, 0.004], [0.655, -6.759, -0.406], [-1.509, -6.733, -1.601], [-2.458, -4.587, -2.391], [-1.238, -2.479, -1.985]],
  "nbo_charge": [0.820, -0.677, 0.142, -0.177, -0.475, 0.598, -0.667, -0.067, -0.196, -0.231, -0.208, -0.221, -0.189, 0.195, -0.243, -0.138, -0.270, 0.071, -0.428, 0.267, 0.222, 0.222, 0.230, 0.208, 0.208, 0.210, 0.236, 0.232, 0.224, 0.231, 0.225, -0.620, -0.216, -0.390, -0.209, -0.620, 0.379, -0.223, -0.669, 0.692, -0.653, -0.072, -0.193, -0.215, -0.193, -0.217, -0.175, 0.215, 0.223, 0.204, 0.226, 0.199, 0.228, 0.195, 0.229, 0.214, 0.203, 0.227, 0.210, 0.211, 0.217, 0.237],
  "largest_force_ev_per_a": 0.59,
  "gap_ev": [7.23, 7.23],
  "lumo_ev": [-0.341, -0.341],
  "total_energy_ev": -53262.1217
}


No. 3
{
  "formula": "ClH3NPS",
  "method": "ωB97M-V with the def2-TZVPD basis set",
  "elements": ["H", "N", "P", "Cl", "S", "H", "H"],
  "positions_angstrom": [[1.299, -1.674, -0.390], [1.735, -0.781, -0.228], [3.279, -0.722, -0.299], [3.597, 1.227, 0.060], [-1.480, 1.091, -0.512], [-1.370, 1.297, 0.792], [-0.232, 0.634, -0.595]],
  "nbo_charge": [0.388, -1.143, 1.060, -0.299, -0.308, 0.138, 0.165],
  "e_above_lowest_kcal_mol": 18.43,
  "largest_force_ev_per_a": 0.85,
  "smiles": "[H]/N=P/Cl.S",
  "gap_ev": 8.78,
  "lumo_ev": -0.632,
  "total_energy_ev": -34185.2870
}


No. 4
{
  "formula": "C4H9NO",
  "method": "ωB97M-V with the def2-TZVPD basis set",
  "elements": ["C", "C", "N", "C", "C", "O", "H", "H", "H", "H", "H", "H", "H", "H", "H"],
  "positions_angstrom": [[-2.059, 0.506, 0.167], [-1.225, -0.473, -0.657], [0.194, -0.165, -0.617], [1.024, -0.542, 0.400], [2.379, 0.147, 0.368], [0.710, -1.345, 1.262], [-3.131, 0.328, 0.027], [-1.846, 1.540, -0.130], [-1.825, 0.399, 1.231], [-1.361, -1.495, -0.293], [-1.537, -0.452, -1.707], [0.516, 0.591, -1.198], [2.556, 0.710, -0.555], [3.173, -0.592, 0.491], [2.433, 0.842, 1.212]],
  "nbo_charge": [-0.618, -0.223, -0.616, 0.676, -0.707, -0.626, 0.213, 0.199, 0.221, 0.223, 0.193, 0.386, 0.204, 0.240, 0.237],
  "e_above_lowest_kcal_mol": 4.80,
  "largest_force_ev_per_a": 0.40,
  "smiles": "CCNC(C)=O",
  "gap_ev": 10.51,
  "lumo_ev": 0.908,
  "total_energy_ev": -7832.1120
}


No. 5
{
  "formula": "C6H10O3",
  "method": "ωB97M-V with the def2-TZVPD basis set",
  "elements": ["C", "O", "C", "C", "C", "O", "C", "C", "O", "H", "H", "H", "H", "H", "H", "H", "H", "H", "H"],
  "positions_angstrom": [[1.176, -2.354, -0.675], [1.857, -1.138, -0.302], [1.128, 0.019, -0.211], [0.365, 0.155, 1.154], [-0.770, 1.165, 0.798], [-0.008, 2.345, 0.561], [-2.006, 1.260, -0.170], [-0.951, 0.324, -0.634], [0.259, 0.260, -1.294], [1.968, -3.083, -0.860], [0.499, -2.738, 0.148], [0.584, -2.222, -1.619], [1.870, 0.824, -0.305], [-0.096, -0.799, 1.361], [0.944, 0.493, 2.017], [-0.558, 3.018, 0.934], [-2.005, 2.285, -0.493], [-3.014, 0.866, -0.121], [-1.241, -0.679, -0.287]],
  "nbo_charge": [-0.274, -0.530, 0.365, -0.444, 0.129, -0.731, -0.388, 0.093, -0.493, 0.202, 0.165, 0.189, 0.179, 0.209, 0.237, 0.473, 0.236, 0.233, 0.149],
  "e_above_lowest_kcal_mol": 122.01,
  "largest_force_ev_per_a": 3.00,
  "smiles": "CO[C@@H]1C[C@@]2(O)C[C@H]2O1",
  "gap_ev": 8.92,
  "lumo_ev": 0.827,
  "total_energy_ev": -12521.4819
}


No. 6
{
  "formula": "C22H15Cl3N2O2",
  "method": "ωB97M-V with the def2-TZVPD basis set",
  "elements": ["C", "C", "C", "C", "C", "C", "N", "C", "C", "C", "C", "C", "O", "C", "C", "H", "H", "H", "H", "H", "H", "H", "H", "H", "H", "H", "Cl", "C", "Cl", "C", "O", "C", "C", "C", "C", "C", "N", "C", "Cl", "C", "H", "H", "H", "H"],
  "positions_angstrom": [[1.347, 4.537, -0.771], [0.177, 4.086, -0.158], [-0.496, 2.970, -0.654], [0.012, 2.317, -1.787], [-0.776, 1.194, -2.425], [0.121, 0.029, -2.864], [-0.600, -1.113, -3.578], [-1.754, -1.657, -3.117], [-2.390, -2.673, -3.834], [-1.777, -3.202, -4.975], [-0.505, -2.752, -5.307], [0.065, -1.717, -4.599], [-1.982, 1.221, -2.538], [1.210, 2.742, -2.375], [1.869, 3.854, -1.870], [1.848, 5.421, -0.402], [-0.246, 4.609, 0.696], [-1.421, 2.602, -0.197], [0.910, 0.393, -3.541], [-2.110, -1.275, -2.159], [-3.314, -3.081, -3.432], [-2.223, -4.019, -5.538], [0.118, -3.234, -6.065], [1.087, -1.376, -4.759], [1.597, 2.224, -3.254], [2.777, 4.184, -2.358], [0.918, -0.564, -1.446], [0.552, -2.194, 2.369], [1.153, -3.214, 1.135], [1.360, -0.935, 2.632], [2.075, -0.389, 1.806], [1.021, -0.373, 4.006], [-0.271, -0.681, 4.566], [-0.469, -0.409, 5.943], [0.644, -0.141, 6.733], [1.871, 0.144, 6.090], [1.981, 0.155, 4.759], [-1.236, -1.305, 3.710], [-2.887, -1.008, 3.953], [-0.802, -2.121, 2.639], [-1.439, -0.561, 6.428], [0.656, -0.214, 7.816], [2.792, 0.279, 6.671], [-1.463, -2.750, 2.049]],
  "nbo_charge": [-0.175, -0.191, -0.178, -0.089, 0.548, -0.176, -0.276, 0.129, -0.227, -0.087, -0.237, 0.097, -0.505, -0.217, -0.193, 0.225, 0.231, 0.239, 0.245, 0.272, 0.261, 0.249, 0.256, 0.240, 0.196, 0.221, 0.125, -0.290, -0.057, 0.492, -0.640, 0.081, -0.088, -0.180, -0.263, -0.010, -0.396, -0.207, -0.041, -0.206, 0.218, 0.208, 0.182, 0.211],
  "e_above_lowest_kcal_mol": 0.00,
  "largest_force_ev_per_a": 3.06,
  "gap_ev": 2.32,
  "lumo_ev": -2.524,
  "total_energy_ev": -67695.6822
}


No. 7
{
  "formula": "C7H10",
  "method": "ωB97M-V with the def2-TZVPD basis set",
  "elements": ["C", "C", "C", "C", "C", "C", "C", "H", "H", "H", "H", "H", "H", "H", "H", "H", "H"],
  "positions_angstrom": [[0.216, -1.427, 1.186], [-0.949, -0.945, 0.601], [-0.070, 0.369, 1.388], [-0.096, 1.040, 0.006], [1.122, 0.782, -0.908], [0.379, -0.407, -1.569], [-0.857, -0.112, -0.692], [-0.015, -1.781, 2.205], [0.909, 0.268, 1.858], [-1.954, -1.175, 0.969], [-0.778, 0.773, 2.120], [-0.493, 2.060, 0.025], [2.060, 0.534, -0.400], [1.301, 1.615, -1.595], [0.208, -0.290, -2.643], [0.829, -1.381, -1.363], [-1.812, 0.078, -1.190]],
  "nbo_charge": [-0.395, -0.122, -0.384, -0.219, -0.398, -0.407, -0.242, 0.160, 0.293, 0.205, 0.223, 0.215, 0.215, 0.206, 0.205, 0.233, 0.212],
  "e_above_lowest_kcal_mol": 117.50,
  "largest_force_ev_per_a": 0.59,
  "gap_ev": 8.85,
  "lumo_ev": 1.036,
  "total_energy_ev": -7415.9394
}


No. 8
{
  "formula": "C4H11NO2",
  "method": "ωB97M-V with the def2-TZVPD basis set",
  "elements": ["C", "C", "C", "O", "N", "C", "H", "H", "H", "H", "H", "H", "H", "H", "H", "O", "H", "H"],
  "positions_angstrom": [[2.435, -1.411, -0.376], [2.006, -0.052, 0.211], [0.512, 0.131, 0.035], [-0.202, 0.204, 1.018], [-0.090, 0.033, -1.228], [-1.456, -0.523, -1.329], [3.510, -1.566, -0.315], [1.876, -2.171, 0.158], [2.243, -1.433, -1.447], [2.474, 0.742, -0.390], [2.210, 0.118, 1.262], [0.035, 0.816, -1.848], [-1.467, -1.226, -0.490], [-1.549, -1.046, -2.273], [-2.241, 0.184, -1.061], [-2.618, 1.417, 1.632], [-2.695, 2.178, 1.035], [-1.747, 1.066, 1.466]],
  "nbo_charge": [-0.599, -0.487, 0.711, -0.620, -0.679, -0.421, 0.216, 0.212, 0.219, 0.214, 0.236, 0.389, 0.217, 0.206, 0.202, -0.960, 0.455, 0.491],
  "e_above_lowest_kcal_mol": 20.36,
  "largest_force_ev_per_a": 2.10,
  "smiles": "CCC(=O)NC.O",
  "gap_ev": 10.46,
  "lumo_ev": 0.711,
  "total_energy_ev": -9911.3588
}


No. 9
{
  "formula": "C2HF3N2",
  "method": "ωB97M-V with the def2-TZVPD basis set",
  "elements": ["C", "C", "N", "N", "F", "F", "F", "H"],
  "positions_angstrom": [[-0.207, 1.431, 0.932], [0.182, -0.904, -0.951], [-0.436, 2.526, 0.546], [-0.311, 0.187, 1.138], [1.453, -0.632, -1.089], [-0.660, -0.220, -1.699], [-0.071, -2.164, -0.812], [0.050, -0.224, 1.935]],
  "nbo_charge": [0.359, 1.159, -0.372, -0.725, -0.272, -0.264, -0.267, 0.382],
  "e_above_lowest_kcal_mol": 78.50,
  "largest_force_ev_per_a": 3.76,
  "gap_ev": [8.72, 6.92],
  "lumo_ev": [-0.964, -2.110],
  "total_energy_ev": -13218.8074
}